# 1
The ion C4H12N3 with charge +1 in a non-equilibrium geometry. Source: OMol25; level of theory: the ωB97M-V functional and the def2-TZVPD basis.

Results
Relative energy (zero: lowest compared OMol25 entry of this formula, charge and spin) in kcal per mole: 58.36
Electronic energy in eV: -8805.2037
Maximum force in eV Å⁻¹: 7.5
E_LUMO in eV: -3.32
Orbital gap in eV: 10.14

Geometry as ORCA input:
```
! wB97M-V def2-TZVPD RIJCOSX def2/J DEFGRID3
* xyz 1 1
C -1.159 0.509 0.851
C -1.988 0.045 -0.379
N -1.104 -0.555 -1.391
C 0.272 -0.065 -1.229
C 1.352 -0.170 0.119
N 1.826 0.981 0.564
N 1.642 -1.289 0.548
H -0.637 -0.309 1.301
H -0.518 1.375 0.508
H -1.849 0.853 1.586
H -2.743 -0.586 -0.112
H -2.417 0.906 -0.822
H -1.226 -1.587 -1.192
H 0.234 1.051 -1.365
H 0.863 -0.489 -2.076
H 1.754 1.808 0.045
H 2.421 1.045 1.420
H 1.221 -2.128 0.199
H 2.056 -1.396 1.423
*
```

---

# 2
The ion C4H12N3 with charge +1 in a non-equilibrium geometry. Source: OMol25; level of theory: the ωB97M-V functional and the def2-TZVPD basis.

Results
Relative energy (zero: lowest compared OMol25 entry of this formula, charge and spin) in kcal per mole: 93.57
Electronic energy in eV: -8803.6766
Maximum force in eV Å⁻¹: 3.9
E_LUMO in eV: -4.02
Orbital gap in eV: 8.13

Geometry as ORCA input:
```
! wB97M-V def2-TZVPD RIJCOSX def2/J DEFGRID3
* xyz 1 1
H -0.106 -1.268 2.454
N 0.887 -1.156 2.786
C 1.772 -0.381 2.217
N 1.587 0.525 1.167
C 0.185 0.807 0.666
C -0.387 -0.447 -0.041
C -0.361 0.040 -1.581
N -1.717 -0.131 -2.244
H 2.854 -0.294 2.452
H 2.189 1.368 1.204
H 0.195 1.553 -0.061
H -0.392 1.216 1.520
H -1.251 -0.690 0.643
H 0.246 -1.335 -0.048
H 0.398 -0.620 -2.298
H 0.026 1.213 -1.668
H -1.961 -1.067 -2.625
H -2.384 0.115 -1.543
H -1.780 0.552 -3.003
*
```

---

# 3
A cluster of 2 separate species, C4H12N3 in total in a non-equilibrium geometry. Source: OMol25; level of theory: the ωB97M-V functional and the def2-TZVPD basis.

Results
Relative energy (zero: lowest compared OMol25 entry of this formula, charge and spin) in kcal per mole: 61.57
Electronic energy in eV: -8805.0643
Maximum force in eV Å⁻¹: 5.1
E_LUMO in eV: -4.21
Orbital gap in eV: 8.58

Geometry as ORCA input:
```
! wB97M-V def2-TZVPD RIJCOSX def2/J DEFGRID3
* xyz 1 1
C -0.065 1.467 -0.691
C -0.604 -0.595 0.029
C -0.903 0.809 0.185
C -1.647 -1.627 -0.080
N 0.595 -1.041 -0.066
N -1.984 1.286 0.720
N 2.917 0.241 0.365
H -0.281 2.396 -1.095
H 0.732 0.884 -1.124
H -2.473 -1.214 -0.789
H -1.861 -2.076 0.931
H -1.195 -2.540 -0.734
H 0.715 -2.002 -0.068
H 1.446 -0.529 -0.162
H -2.246 2.104 0.273
H -2.811 0.769 1.176
H 3.868 -0.056 0.486
H 2.757 0.942 1.087
H 3.041 0.782 -0.440
*
```